Below is an isolated molecule of C2H3IN2O at a distorted geometry, with properties calculated with ωB97M-V with the def2-TZVPD basis set.

Gap between HOMO and LUMO, eV: 9.283
Maximum force, hartree/bohr: 0.09931
HOMO level, eV: -9.11
E, hartree: -560.3849
Relative energy (zero: lowest compared OMol25 entry of this formula, charge and spin), eV: 1.787

Structure (ORCA input):
```
! wB97M-V def2-TZVPD RIJCOSX def2/J DEFGRID3
* xyz 0 1
O 1.40 -2.13 0.16
C 1.53 -1.02 -0.16
N 0.60 -0.01 0.03
N -0.73 -0.31 0.11
C -1.50 0.75 0.27
I -3.52 0.53 0.02
H 2.41 -0.53 -0.47
H 0.90 1.04 -0.16
H -1.09 1.68 0.21
*
```



Below is an isolated molecule of C5H13NO at a distorted geometry, with properties calculated with ωB97M-V with the def2-TZVPD basis set.

Gap between HOMO and LUMO, eV: 9.843
Maximum force, hartree/bohr: 0.05762
HOMO level, eV: -8.86
E, hartree: -328.2555
Relative energy (zero: lowest compared OMol25 entry of this formula, charge and spin), eV: 1.725

Structure (ORCA input):
```
! wB97M-V def2-TZVPD RIJCOSX def2/J DEFGRID3
* xyz 0 1
C 1.21 -1.05 1.72
C 0.76 0.30 1.10
C -0.01 0.03 -0.21
C -1.40 -0.57 -0.04
O -1.34 -2.00 -0.39
N -0.26 1.30 -1.01
C 0.98 2.04 -1.39
H 2.05 -0.81 2.36
H 0.46 -1.50 2.37
H 1.37 -1.79 0.94
H 0.15 0.86 1.82
H 1.66 0.87 0.89
H 0.59 -0.61 -0.85
H -1.94 -0.29 -0.95
H -1.92 -0.45 0.91
H -1.41 -2.54 0.40
H -0.81 1.88 -0.39
H 1.02 3.07 -1.02
H 1.06 2.04 -2.48
H 1.83 1.54 -0.97
*
```



Below is an isolated molecule of C22H28N2O2, with properties calculated with ωB97M-V with the def2-TZVPD basis set.

Gap between HOMO and LUMO, eV: 8.885
Maximum force, hartree/bohr: 0.01407
HOMO level, eV: -8.25
E, hartree: -1115.1768
Relative energy (zero: lowest compared OMol25 entry of this formula, charge and spin), eV: 0.274

Structure (ORCA input):
```
! wB97M-V def2-TZVPD RIJCOSX def2/J DEFGRID3
* xyz 0 1
C -2.14 -3.46 1.31
C -2.15 -2.73 -0.02
O -3.11 -2.78 -0.76
C -0.94 -1.97 -0.31
C 0.22 -1.87 0.50
C 1.13 -1.08 -0.16
C 2.47 -0.72 0.28
C 2.64 -0.19 1.56
C 3.90 0.13 2.03
C 5.01 -0.07 1.22
C 4.86 -0.61 -0.04
C 3.60 -0.94 -0.51
N 0.55 -0.68 -1.36
C 1.14 0.25 -2.28
C 1.41 1.63 -1.66
C 0.14 2.33 -1.19
O -0.37 3.23 -1.82
N -0.33 1.90 0.00
C -1.41 2.57 0.69
C -1.37 2.21 2.18
C -1.79 0.76 2.43
C -3.19 0.52 1.86
C -3.20 0.80 0.36
C -2.79 2.24 0.09
C -0.69 -1.20 -1.45
C -1.59 -0.94 -2.60
H -1.98 -2.77 2.12
H -1.33 -4.20 1.31
H -3.09 -3.97 1.44
H 0.40 -2.35 1.44
H 1.78 -0.04 2.19
H 4.02 0.54 3.02
H 6.00 0.19 1.58
H 5.72 -0.78 -0.67
H 3.49 -1.39 -1.48
H 2.08 -0.15 -2.67
H 0.45 0.38 -3.12
H 1.88 2.26 -2.41
H 2.11 1.52 -0.82
H 0.12 1.13 0.47
H -1.24 3.65 0.57
H -2.05 2.87 2.71
H -0.36 2.38 2.57
H -1.78 0.56 3.50
H -1.09 0.07 1.95
H -3.49 -0.52 2.04
H -3.91 1.17 2.37
H -4.20 0.63 -0.04
H -2.52 0.12 -0.14
H -3.52 2.93 0.53
H -2.75 2.44 -0.98
H -2.53 -1.47 -2.44
H -1.15 -1.31 -3.53
H -1.80 0.12 -2.71
*
```



Below is an isolated molecule of C6H11N at a distorted geometry, with properties calculated with ωB97M-V with the def2-TZVPD basis set.

Gap between HOMO and LUMO, eV: 9.949
Maximum force, hartree/bohr: 0.11675
HOMO level, eV: -8.78
E, hartree: -289.8006
Relative energy (zero: lowest compared OMol25 entry of this formula, charge and spin), eV: 4.655

Structure (ORCA input):
```
! wB97M-V def2-TZVPD RIJCOSX def2/J DEFGRID3
* xyz 0 1
C -2.12 -0.26 -0.56
C -1.02 0.09 0.43
C -0.12 1.43 0.03
C 1.29 0.68 0.17
C 2.37 -0.16 -0.42
N 1.09 -0.57 -0.36
C 0.06 -1.12 0.47
H -1.43 -0.52 -1.47
H -2.74 0.66 -0.86
H -2.66 -1.16 -0.36
H -1.59 0.12 1.41
H -0.38 2.26 0.71
H -0.34 1.69 -1.05
H 1.50 0.68 1.27
H 3.12 -0.38 0.44
H 2.92 -0.10 -1.47
H -0.22 -2.02 0.02
H 0.27 -1.30 1.60
*
```



Below is a structure of composition C45H62N5OPSTi, with properties calculated with ωB97M-V with the def2-TZVPD basis set.

Gap between HOMO and LUMO, eV: 5.899
Maximum force, hartree/bohr: 0.01094
HOMO level, eV: -12.65
E, hartree: -3689.5384
Relative energy (zero: lowest compared OMol25 entry of this formula, charge and spin), eV: 1.629

Structure (ORCA input):
```
! wB97M-V def2-TZVPD RIJCOSX def2/J DEFGRID3
* xyz 2 1
Ti 1.65 -0.09 0.21
N 5.25 2.19 0.98
C 4.43 1.24 0.50
S 3.58 0.23 1.66
N 4.24 1.11 -0.78
N 3.41 0.00 -0.95
C 3.86 -0.99 -1.62
C 5.16 -1.00 -2.32
C 6.12 -1.94 -1.96
C 7.35 -1.95 -2.61
C 7.61 -1.04 -3.62
C 6.65 -0.10 -3.98
C 5.43 -0.07 -3.33
C 3.01 -2.18 -1.57
C 3.28 -3.30 -2.33
C 2.48 -4.43 -2.19
C 1.44 -4.38 -1.28
C 1.22 -3.22 -0.57
N 1.98 -2.12 -0.68
H 5.50 2.20 1.95
H 5.88 2.64 0.33
H 5.91 -2.65 -1.17
H 8.10 -2.67 -2.32
H 8.56 -1.05 -4.13
H 6.85 0.61 -4.77
H 4.69 0.67 -3.59
H 4.10 -3.28 -3.02
H 2.67 -5.31 -2.78
H 0.78 -5.23 -1.13
H 0.40 -3.18 0.12
C 2.24 4.34 2.50
C 1.57 3.43 3.53
C 0.78 4.27 4.54
C 0.68 2.39 2.89
C -0.40 2.71 2.11
C -1.27 1.75 1.58
C -2.47 2.29 0.84
C -3.38 3.08 1.77
C -2.06 3.09 -0.39
C -1.09 0.38 1.85
C 0.04 0.02 2.69
C 0.89 1.04 3.14
C 0.22 -1.34 3.36
C 0.33 -2.45 2.33
C 1.39 -1.45 4.34
C -2.26 -0.61 1.74
C -2.72 -0.95 3.02
C -3.60 -2.00 3.25
C -4.03 -2.75 2.18
C -3.70 -2.33 0.90
C -2.89 -1.23 0.63
P -3.00 -0.51 -1.09
C -2.67 -1.93 -2.32
C -1.49 -2.71 -1.75
C -3.75 -2.94 -2.69
C -2.18 -1.25 -3.60
C -4.85 -0.08 -1.29
C -5.91 -1.14 -0.98
C -5.21 1.12 -0.40
C -5.02 0.39 -2.74
H 2.90 5.05 2.99
H 1.48 4.93 1.97
H 2.82 3.76 1.78
H 2.35 2.90 4.08
H -0.01 4.84 4.05
H 1.43 4.98 5.05
H 0.31 3.64 5.30
H -0.63 3.76 1.92
H -3.03 1.43 0.49
H -2.88 3.96 2.18
H -3.72 2.47 2.61
H -4.27 3.43 1.23
H -1.53 4.01 -0.12
H -2.95 3.39 -0.96
H -1.44 2.49 -1.06
H 1.71 0.77 3.78
H -0.68 -1.53 3.94
H 1.28 -2.34 1.79
H -0.51 -2.45 1.65
H 0.38 -3.44 2.81
H 2.36 -1.29 3.86
H 1.40 -2.45 4.76
H 1.30 -0.75 5.17
H -2.35 -0.39 3.87
H -3.91 -2.22 4.26
H -4.67 -3.61 2.33
H -4.14 -2.87 0.07
H -1.78 -3.27 -0.85
H -1.11 -3.41 -2.49
H -0.68 -2.03 -1.49
H -4.10 -3.53 -1.84
H -3.33 -3.64 -3.41
H -4.62 -2.48 -3.16
H -1.85 -2.01 -4.31
H -1.34 -0.57 -3.40
H -2.96 -0.67 -4.09
H -6.00 -1.31 0.09
H -5.75 -2.10 -1.47
H -6.87 -0.76 -1.33
H -5.06 0.91 0.66
H -6.28 1.33 -0.53
H -4.67 2.02 -0.68
H -4.98 -0.42 -3.46
H -4.26 1.13 -3.01
H -6.00 0.87 -2.85
N 1.52 3.80 -1.03
C 1.40 2.50 -0.99
O 1.54 1.87 0.11
C 1.14 1.66 -2.20
C 0.86 0.27 -1.68
H 1.73 4.30 -0.17
H 1.40 4.31 -1.88
H 2.05 1.68 -2.81
H 0.34 2.09 -2.80
H 1.06 -0.51 -2.40
H -0.19 0.18 -1.32
*
```



Below is the ion C7H15N2 with charge +1 at a distorted geometry, with properties calculated with ωB97M-V with the def2-TZVPD basis set.

Gap between HOMO and LUMO (spin up / spin down), eV: 3.917 / 7.263
Maximum force, hartree/bohr: 0.08339
HOMO level (spin up / spin down), eV: -6.83 / -15.21
E, hartree: -384.6875
Relative energy (zero: lowest compared OMol25 entry of this formula, charge and spin), eV: 3.976

Structure (ORCA input):
```
! wB97M-V def2-TZVPD RIJCOSX def2/J DEFGRID3
* xyz 1 3
C -0.72 1.40 0.78
C -0.25 -1.08 1.39
C -0.49 -1.41 -0.94
C 0.27 0.26 0.86
C -0.03 0.02 -0.84
C 1.62 0.67 1.16
C 0.86 0.50 -1.86
N -1.29 0.82 -0.49
N -1.10 -1.59 0.34
H -1.61 1.49 1.50
H -0.26 2.36 0.65
H 0.70 -1.67 1.55
H -0.79 -1.18 2.35
H -1.15 -1.59 -1.73
H 0.33 -2.22 -1.23
H 1.79 0.75 2.32
H 1.72 1.60 0.69
H 2.40 0.02 0.73
H 0.22 0.98 -2.56
H 1.42 -0.36 -2.22
H 1.45 1.30 -1.47
H -1.70 1.39 -1.25
H -1.54 -2.55 0.35
H -1.86 0.08 -0.06
*
```